# 1
Density functional theory data (wB97M-V/def2-TZVPD) for a molecular structure, C34H46AsN8O11PReS2.

**2S+1**: 2
**Orbital gap (spin up / spin down)**: 3.3 / 3.7 eV
**ΔE to the lowest compared entry with this formula, charge and spin**: 131.3 kcal/mol
**⟨S²⟩**: 0.76

```
104
Properties=species:S:1:pos:R:3:forces:R:3
N 4.85200 0.37277 -1.01521 0.26 -0.15 -0.11
N -0.93740 -5.31473 -0.32081 0.07 -0.09 -0.13
H 2.27980 -3.05243 3.60989 0.09 0.08 0.01
Re 0.08110 0.39307 0.43979 -0.77 -0.15 2.58
C 2.35350 0.39467 -5.09021 -0.08 -0.20 0.14
H -1.49640 -1.34573 3.28709 -0.05 -0.13 -0.15
S 0.46110 -0.72223 -1.68801 0.09 0.28 1.48
C 3.87210 1.35287 1.62339 -0.42 -0.16 0.59
O 0.04140 3.97777 0.63239 -0.28 -0.07 0.00
H 2.45330 1.18207 -4.34531 0.04 0.08 0.01
As -3.19030 0.95767 0.29569 -3.90 -0.59 -0.24
C 3.57500 -0.19803 -0.63041 -0.54 -0.08 0.16
H 0.89960 -4.98503 2.83879 -0.05 -0.06 0.06
H -3.73600 -6.83093 -1.53971 -0.12 -0.08 -0.06
H 3.76570 -1.09673 -0.03161 -0.09 -0.01 0.00
C -1.26970 0.93987 5.73969 -1.16 0.64 2.47
H -4.36070 -0.69353 1.34809 0.02 -0.16 0.03
C -0.30840 -2.49003 0.91139 -0.14 -0.11 -0.13
C 1.55280 -2.92963 2.82229 0.03 -0.09 -0.06
H -3.68980 -5.44393 -0.45721 -0.08 0.07 0.11
H -0.37040 0.31327 -4.99011 -0.10 -0.05 0.07
C 5.65940 0.69347 0.14939 0.23 -0.05 0.03
C -2.01320 2.37727 -4.40951 -0.07 -0.17 0.06
H 4.41880 3.71707 0.73469 0.10 0.00 0.02
H -6.13390 4.89247 1.31869 -0.06 0.02 -0.02
O -1.90770 -5.31843 1.71639 -0.06 -0.06 0.19
O -1.41540 0.50977 8.02839 0.36 -1.07 2.11
C -1.86320 1.29897 7.23159 1.35 -0.88 -3.59
N -1.60740 0.48237 -2.88031 0.34 -0.27 0.23
N 0.46700 -1.45423 1.28029 0.60 -1.19 0.30
O -0.83090 2.07387 -0.57271 0.15 -0.67 -0.18
H 0.59680 -5.68213 -1.65811 0.08 0.09 0.10
C 1.21440 2.22877 3.21829 -1.44 -0.95 2.89
H -1.09360 -2.28593 0.19389 0.10 0.12 0.00
C 4.89910 2.93737 0.14079 0.14 0.19 -0.02
N 0.13180 -0.12263 -4.23161 -0.35 0.08 0.09
C -4.88160 3.21697 0.88609 -0.04 -0.41 0.00
H 2.30300 3.34347 -0.17341 -0.07 -0.18 -0.09
H -1.12540 -4.72573 -3.10331 -0.08 -0.03 -0.08
C 1.41150 -0.68863 -4.57651 0.55 0.04 -0.25
C -0.15530 -3.77433 1.40029 0.03 0.08 0.36
H 6.64310 1.02697 -0.19561 -0.05 -0.07 0.03
C 2.70460 2.46797 -0.69571 -0.43 -0.08 0.21
H -1.25260 -3.29003 -2.07801 -0.19 0.14 0.04
N 5.08280 1.74887 0.95729 0.22 -0.12 0.03
C -2.81670 5.09107 0.67399 0.29 0.07 -0.16
C -0.58080 -4.06123 -2.43921 0.14 -0.18 0.17
H 3.05110 -0.51613 -1.53391 0.02 0.01 0.04
H 0.73990 -4.16573 -0.75481 0.02 -0.18 -0.03
O 1.34340 1.95557 1.98489 0.06 -0.80 -3.26
H 5.78160 -0.20453 0.76029 0.03 0.04 -0.01
H -3.44140 1.00547 -3.56291 0.11 -0.10 -0.05
H 0.05720 2.66047 5.62529 -0.10 -0.01 0.09
O -1.17430 2.15707 1.80369 -0.03 -0.69 -0.35
C -1.08360 -4.86923 0.94329 0.11 0.15 0.18
H -2.40350 0.26677 -4.79841 -0.08 -0.01 0.03
H -2.12810 0.49757 -1.98141 -0.21 -0.11 0.06
H -0.98920 2.40977 -4.78111 0.07 0.06 -0.01
H 4.06740 0.46227 2.23319 -0.05 0.09 -0.01
H 0.20990 -3.57703 -3.00321 0.13 0.04 -0.20
C -2.56950 3.74317 0.51349 0.34 -0.33 0.18
N -0.24390 0.27557 3.31089 0.29 -0.04 -1.87
H -5.65700 2.46707 0.96949 -0.05 0.11 0.05
O -2.60400 2.24817 7.18339 -1.43 1.71 0.74
H 5.64690 1.90297 -2.16071 -0.13 -0.04 -0.05
H 1.25500 -1.44523 -5.35151 0.05 -0.05 0.18
N 4.08950 2.68327 -1.03771 0.21 0.32 -0.36
H 1.97360 0.83107 -6.01291 0.00 0.06 -0.04
H -1.93920 -7.05543 0.14149 0.07 0.00 -0.16
C 0.77920 -4.00313 2.40659 -0.18 0.38 -0.36
H -1.26190 -6.98833 -1.49931 0.06 0.03 0.02
O 1.85120 3.04117 3.85879 0.27 0.10 -0.78
C -1.79030 -6.41753 -0.73371 -0.39 -0.18 0.06
O -1.95560 -0.12453 0.61259 3.16 -0.29 0.31
H -2.67490 2.71417 -5.20301 -0.04 0.09 -0.06
O -3.67080 0.65417 -1.24281 0.54 0.26 -0.70
C -5.13470 4.56857 1.06799 0.04 0.09 -0.05
C -4.11270 5.50027 0.95349 0.00 -0.03 -0.05
C -2.42750 0.97697 -3.96441 -0.12 0.31 -0.35
H 2.00390 -0.85353 2.52649 -0.11 -0.01 -0.02
H -3.06160 -5.29833 -2.09851 -0.03 0.03 -0.10
C 0.03850 -4.82353 -1.26911 0.14 0.16 -0.29
H -2.45350 -0.84893 5.53969 -0.11 -0.04 0.11
C -0.41680 -0.03443 -3.01561 -0.76 0.50 -0.43
C 1.39530 -1.69563 2.22429 0.18 0.06 0.12
C -0.32590 1.75797 5.17109 0.74 -0.46 -1.45
C -3.15330 -5.96323 -1.24441 0.17 -0.06 0.07
H 1.81900 -1.16823 -3.68701 0.03 -0.05 -0.20
C 4.66500 1.58467 -1.79381 0.10 0.11 -0.09
P 2.48510 0.97807 0.39109 1.11 0.01 -1.23
C -3.58100 2.82217 0.63789 0.09 -0.35 -0.04
H 3.55520 2.16597 2.28009 -0.08 -0.21 -0.08
H -2.09320 3.05987 -3.56631 0.02 0.08 0.00
C -1.17580 -0.47603 3.84819 -0.89 -0.48 0.99
H -4.31410 6.55037 1.10739 -0.03 0.03 0.01
C -1.72570 -0.18913 5.09689 0.63 -0.37 -1.21
H 4.01020 1.35307 -2.63591 0.07 0.07 -0.10
O -4.46720 0.26117 1.31729 0.52 0.64 0.05
H 3.33370 -0.02893 -5.28941 0.12 0.00 -0.06
H -1.99790 5.79037 0.60959 0.07 0.10 0.06
H 2.11960 2.30657 -1.60921 -0.03 0.07 0.09
H 5.88670 3.27787 -0.18681 -0.09 0.02 0.06
S -0.97610 2.96917 0.61979 0.09 4.27 0.14
C 0.16340 1.36367 3.92319 0.64 1.49 1.13
```
Positions in Å, forces in eV/Å.


# 2
Density functional theory data (wB97M-V/def2-TZVPD) for 8 unconnected molecules or ions with the total composition C56H69N3O4PS.

**Orbital gap**: 7.7 eV
**Charge**: +1

```
134
Properties=species:S:1:pos:R:3:forces:R:3
H -4.78801 2.38065 -8.42752 -0.04 -0.03 -0.01
C 5.29757 -4.41924 -2.71464 -0.01 -0.01 0.02
C 2.91729 4.93118 -2.53637 -0.03 0.06 -0.02
H -4.79509 0.36450 0.28524 0.43 0.51 -0.22
C -5.69521 1.12266 -6.94322 0.04 0.06 0.09
O -1.84598 2.29202 -2.36841 -0.51 -0.24 0.52
H 1.47349 7.46127 -0.25162 0.00 0.00 0.05
H -6.89821 3.54225 -8.98649 -0.01 -0.04 0.02
H -1.71477 -2.40633 3.63902 0.06 0.72 -0.41
C -6.51398 2.13556 -1.11476 0.09 0.23 -0.75
C 3.63244 -11.50700 5.78239 0.00 0.00 0.01
C -5.70496 2.11537 -7.91494 0.00 0.01 0.04
C 5.14166 -9.69364 6.25447 -0.02 -0.03 -0.01
H 4.51711 -3.95443 6.05982 -0.02 -0.01 -0.03
C -3.19204 -1.35280 2.38728 -0.16 -0.38 1.15
C -4.14090 2.45319 -2.86413 -0.22 0.68 -1.01
H 1.32037 6.35179 -2.31573 0.02 0.00 -0.02
C -0.87231 5.96135 1.67797 0.00 0.03 -0.03
H 2.38305 -2.94497 2.48483 0.03 -0.04 -0.02
S -0.65455 -3.32695 1.17333 -0.10 0.04 -0.78
C 0.38909 8.41270 1.33818 -0.03 -0.02 0.02
C 4.76628 -11.02086 6.42076 -0.01 0.03 -0.01
H 0.32604 -1.36522 2.33579 -0.51 -0.55 -0.54
H 1.41079 -6.52899 4.61873 0.01 0.04 0.02
H -4.94867 -0.04717 2.33001 0.65 0.02 0.44
H 2.65904 -8.68478 4.18085 0.04 -0.01 0.00
H -1.36738 5.00513 1.80828 0.04 0.01 0.04
C -8.06832 2.42566 -7.57567 0.03 0.02 0.01
N -2.21807 3.87921 -3.94233 -0.36 -2.95 -0.81
H -3.90333 3.39395 -5.27215 0.72 0.07 0.08
H -4.82360 3.11992 -3.43650 0.20 -0.36 0.62
H -6.98472 2.32760 -0.12737 0.29 0.04 -0.60
C 5.14709 2.10272 4.95990 -0.02 -0.01 -0.03
H 3.08462 -6.30179 -0.17200 0.03 0.01 -0.01
H -1.51330 -0.64373 3.70728 0.02 -0.44 -0.69
C -2.79895 1.33701 0.82176 -0.53 1.07 -0.05
C 3.40596 0.65125 4.15518 -0.05 0.00 -0.02
H 5.96076 5.61206 -3.85754 -0.03 0.01 0.02
H -3.18834 -1.55622 1.29069 0.13 0.35 0.67
H -6.86260 0.01515 -5.51924 -0.01 -0.08 -0.11
C 2.87177 -10.66603 4.98017 0.02 0.02 0.01
N 0.56470 -2.38975 -2.41110 -0.71 -1.89 -2.35
H 4.13580 -2.42879 4.14884 0.00 -0.04 0.00
H 5.35814 -11.67638 7.04815 -0.02 0.02 -0.02
N 0.47396 -2.08284 -1.10407 -1.52 -2.08 1.51
H -2.97238 4.86151 -5.64556 0.00 -0.82 0.19
C 4.38627 0.94809 5.09306 0.01 0.00 -0.01
C -6.89124 2.76742 -8.22960 0.00 -0.01 0.02
O -0.56957 -4.02091 -1.48789 -0.01 -0.16 0.23
H 4.55768 0.27948 5.92838 -0.01 0.02 -0.03
C -3.92415 -0.02791 2.78033 0.08 0.07 -0.54
C 0.72168 7.34164 0.51870 -0.02 0.00 0.00
C -3.17015 1.26893 2.33776 0.52 -0.64 0.47
H 5.91007 2.33598 5.69249 -0.02 -0.01 -0.03
H -0.82728 9.09159 2.97184 0.02 -0.03 -0.02
H 4.93665 7.85358 -4.05142 -0.02 -0.03 0.02
H 6.76847 -5.93267 -2.32300 -0.03 0.01 0.02
H 0.87828 9.36984 1.20347 -0.01 -0.04 0.01
H -8.97624 1.17227 -6.08725 0.01 -0.01 -0.05
H 3.65171 -3.05395 -2.90499 -0.02 -0.03 0.03
H 2.35030 4.11007 -2.11192 0.04 0.01 0.01
H 2.22749 -4.25612 -1.30225 0.05 -0.05 0.10
H 1.98450 -11.04419 4.48666 0.03 0.00 0.01
H 5.35634 -7.12871 -0.68408 -0.02 0.03 -0.02
H 4.68247 -7.82122 5.30971 -0.01 -0.04 -0.02
C 2.00563 -5.62863 4.51880 0.02 0.02 0.03
C 4.98115 -6.23865 -1.17484 -0.01 -0.01 0.00
H -6.92910 2.77025 -1.93297 0.13 -0.13 0.89
C 2.33937 6.19093 -2.65014 0.03 -0.08 -0.02
H -3.78595 -2.18584 2.83941 0.25 0.64 -0.55
H -0.12115 3.87088 -3.34007 -0.51 -0.46 -0.38
C -0.04363 -3.55901 -2.66642 1.29 3.08 1.82
C -2.65978 2.86507 -3.06346 0.97 0.34 0.53
O -7.76005 0.64454 -2.36911 -1.67 0.05 -0.86
C -1.74282 -1.48122 3.01127 -0.47 -0.81 -0.91
H 2.61942 8.22608 -3.27471 0.01 -0.03 0.00
C -3.95737 0.93073 -0.17058 0.78 0.04 -0.48
H 6.02396 -9.31344 6.75517 -0.02 -0.02 -0.03
C 3.25009 -9.34021 4.80970 0.00 -0.02 0.02
H -4.05995 -0.00305 3.88537 0.08 0.01 -0.73
C 4.38609 -8.85480 5.44512 0.00 0.01 0.01
C 3.18304 1.51038 3.08621 0.03 0.01 0.03
C -6.87167 0.78695 -6.28269 0.01 0.08 0.11
C 3.53646 -3.32569 4.25567 0.04 0.04 0.05
H 5.91948 -3.89009 -3.42669 -0.02 -0.02 0.02
C 4.94577 5.77486 -3.51584 -0.01 0.01 0.01
H -8.99319 2.93046 -7.82569 0.03 -0.02 0.00
C 5.77566 -5.56530 -2.09293 0.00 0.02 0.00
H -4.77095 0.61064 -6.70029 -0.03 -0.02 -0.04
O -6.67738 0.76776 -1.52248 1.65 0.50 0.45
C 4.37000 7.03417 -3.62620 -0.01 -0.02 0.01
H -0.58572 2.60730 -4.62031 -0.13 0.57 0.65
H -0.47594 4.34627 -5.01126 -0.20 -0.49 0.65
C -0.21811 -3.09233 -0.55059 0.83 1.48 -0.65
H 3.15823 -6.00953 6.28996 -0.02 0.02 -0.03
C 4.02309 -3.95070 -2.42233 -0.03 0.04 -0.04
H 4.67357 3.74424 -2.87484 -0.02 0.03 -0.01
H -3.70730 2.17733 2.70729 0.22 -0.66 -0.56
H -2.19945 1.27277 2.89456 -0.66 0.17 -0.44
H 1.01563 -4.98735 2.72543 0.05 -0.03 0.02
C 3.94747 2.66227 2.95015 -0.02 -0.01 0.00
H 5.52760 3.85470 3.77934 -0.03 -0.03 0.01
H -4.35077 3.58858 -0.40074 -0.07 -0.29 -0.39
H 0.34671 5.28080 0.04522 0.02 0.02 0.03
H -3.50670 0.27664 -0.95520 -0.51 0.48 0.41
C 2.98825 -5.33761 5.45711 0.01 0.04 0.01
H -7.49781 0.88868 -3.28508 0.47 -0.14 0.59
H 2.81378 -0.25134 4.25761 0.02 0.03 0.02
H -4.26634 1.43095 -3.30048 0.08 0.64 0.51
P -4.65052 2.38935 -1.09610 -0.47 -1.43 0.20
C 3.22207 -4.62966 -1.51224 0.17 -0.03 -0.08
H -0.81076 -0.93291 1.03530 -0.03 -0.39 0.57
H -2.24870 3.29923 -6.05187 -0.52 -0.03 0.84
C -0.76121 3.62553 -4.20575 0.66 1.47 -0.60
C 2.55248 -3.61577 3.32039 -0.06 0.05 -0.01
C 3.06749 7.24308 -3.19109 -0.01 0.00 -0.01
H 2.41354 1.28164 2.35764 0.04 -0.01 0.00
H -1.88437 0.77147 0.55292 -0.70 0.22 0.34
C 3.70502 -5.77279 -0.88612 -0.11 0.03 0.02
H -1.94350 6.90756 3.28063 0.03 0.01 -0.02
C 0.08915 6.11616 0.68703 -0.02 0.01 -0.03
C -1.19869 7.03009 2.50332 -0.02 0.00 -0.03
C -0.56979 8.25691 2.33131 0.00 -0.03 -0.02
C 4.22170 4.72447 -2.96674 -0.02 -0.01 -0.01
C 3.75276 -4.18368 5.32714 -0.05 -0.04 -0.04
C -8.05860 1.43665 -6.59988 0.00 0.03 0.06
C -2.87468 3.80827 -5.28067 -0.62 1.72 -0.79
C -0.66079 -1.62889 1.88644 0.58 1.06 0.36
H 3.77718 3.33011 2.11398 0.01 -0.01 0.03
H -2.55519 2.40910 0.60367 0.15 -0.85 0.18
H 3.34092 -12.54258 5.91097 0.01 0.04 0.00
C 4.93025 2.95720 3.88628 -0.01 0.00 0.01
H -0.11449 -4.05609 -3.64523 -0.13 0.06 1.03
C 1.78472 -4.76484 3.45364 0.01 -0.07 0.04
```
Positions in Å, forces in eV/Å.


# 3
Density functional theory data (wB97M-V/def2-TZVPD) for a molecular structure, C25H34MoN6O4.

**Orbital gap**: 7.1 eV
**ΔE to the lowest compared entry with this formula, charge and spin**: 7.8 kcal/mol
**Charge**: +2

```
70
Properties=species:S:1:pos:R:3:forces:R:3
H -4.76026 4.20118 3.99310 0.07 -0.11 0.00
H 0.26657 2.88883 -2.40955 0.01 -0.05 -0.02
H 0.18039 -5.83683 2.71264 -0.06 0.02 -0.05
C 0.93687 -5.19313 3.16802 -0.23 0.25 0.09
H 0.38889 -2.35061 -0.90998 0.23 -0.10 -0.33
H -2.56765 1.14366 6.05175 -0.04 0.06 -0.11
C 0.45522 3.67984 -1.68370 -0.04 -0.11 0.17
H 1.84554 -3.62534 0.17413 0.02 -0.04 -0.02
C -0.69075 -4.42425 4.85968 0.09 -0.07 0.13
N -0.32204 -2.17481 -0.21713 -0.04 0.11 0.64
C -2.85322 1.63051 5.12451 0.01 -0.01 0.07
H 1.38094 -0.31403 -4.13002 -0.08 0.02 -0.02
C 0.13144 -2.75045 1.07950 -0.09 0.08 -0.50
C -3.73267 2.70519 5.14832 -0.04 0.04 0.02
C -1.63338 0.83445 -3.08080 -0.60 0.26 0.49
H 3.53546 2.49637 -0.50979 -0.22 0.06 -0.15
C 0.80159 -1.64812 1.86546 0.02 0.96 -0.91
O -1.05537 0.52094 1.53204 -0.81 0.28 -0.06
C 1.45337 3.23998 -0.59618 0.07 -0.25 0.02
H 0.49600 -4.73027 0.37770 0.04 0.01 0.00
H -3.83563 3.40959 1.82734 0.01 -0.05 0.12
H 2.13254 5.27790 -0.29819 -0.05 -0.17 0.12
H 0.56879 -3.21833 3.88349 0.17 0.52 -0.19
C -4.08660 3.35127 3.96707 0.01 0.02 -0.04
H 3.15806 3.52864 -1.90650 -0.09 -0.16 0.18
C -2.13420 1.33725 1.47785 0.33 -0.03 -0.18
H 1.58306 -5.81491 3.78303 0.05 -0.08 0.16
C 1.78930 -4.53234 2.09904 0.15 0.17 -0.06
C 1.07055 -3.94439 0.87769 0.04 -0.21 -0.04
C -0.33993 0.35883 -3.07161 0.61 -0.14 1.38
N 0.28243 -4.17732 4.00704 -0.11 -0.64 -0.07
H 1.09747 2.23101 1.33260 -0.11 -0.07 0.08
N -2.61352 1.71515 0.34459 0.60 -0.33 -0.45
H -3.30266 1.65641 -1.91507 -0.15 0.03 -0.14
H 0.89430 4.76875 0.86347 0.14 -0.04 -0.12
H -1.91261 -3.59698 6.27751 -0.05 -0.02 0.07
H -0.89660 -2.48854 5.44989 0.01 0.06 -0.02
H -0.50157 3.99239 -1.24963 0.15 -0.04 -0.03
O 1.24929 -0.63560 1.09343 0.00 -0.72 1.19
H -0.61034 -6.44871 4.64938 -0.02 0.00 0.01
C -2.69990 1.82747 2.73580 0.12 -0.25 0.02
H -0.74397 -3.04106 1.64603 -0.26 -0.10 0.11
C -2.30439 1.24225 -1.85600 -0.17 0.10 -0.78
H 2.47461 -5.29941 1.73502 0.00 0.06 -0.05
H -3.29217 1.34087 -4.34081 0.19 -0.06 -0.01
H -1.62762 0.37235 3.88002 -0.06 0.05 0.02
H -4.14119 3.04593 6.09356 0.04 -0.01 -0.09
C 1.77889 4.43484 0.30712 0.01 0.13 0.15
H 2.59884 1.84929 -1.87133 -0.07 -0.06 -0.07
H -2.10126 0.74517 -6.42983 0.07 -0.01 0.09
C 0.35804 0.03665 -4.19926 0.40 -0.18 -0.37
C 2.76749 2.73238 -1.25868 -0.06 0.21 0.22
O 0.88708 -1.66845 3.06650 0.36 0.27 0.12
Mo 0.06253 0.40323 -0.06806 0.84 0.84 1.57
H -1.15802 -2.63603 -0.54739 -0.20 -0.05 0.02
C -2.27028 0.96815 -4.30742 -0.37 0.11 -0.29
C 0.89284 2.10563 0.26348 -0.05 -0.38 -1.05
H 2.56402 4.17898 1.02837 -0.13 0.06 -0.11
H 0.23957 -0.06508 -6.32753 -0.04 0.01 0.01
H -1.82409 -5.88306 5.72038 -0.08 -0.04 0.06
C -3.57191 2.91553 2.75617 -0.12 0.04 -0.03
N -1.27299 -3.41739 5.52552 0.09 -0.09 -0.15
O 0.27455 0.23166 -1.82345 -0.03 0.04 -1.82
H 2.41637 -3.77094 2.57474 0.01 -0.08 -0.05
C -0.28924 0.18021 -5.41551 -0.09 0.02 -0.24
N -1.11147 -5.67315 5.04574 -0.11 -0.11 0.08
C -2.33361 1.19440 3.91698 0.10 -0.08 0.25
C -1.60346 0.63885 -5.47302 0.04 -0.03 -0.12
N -1.78890 1.20424 -0.69255 -0.41 0.15 1.01
H 0.87248 4.53081 -2.22734 -0.02 -0.07 0.06
```
Positions in Å, forces in eV/Å.


Calculated strongest force on any atom, 0.0832 0.0740 0.0383 Eh/bohr (same order as the records).
Calculated DFT total energy, -164373.3900 -91963.6580 -45451.6191 eV (same order as the records).